Here is a single C2H7OPS molecule at a distorted geometry from the Open Molecules 2025 dataset. Energies are from ωB97M-V/def2-TZVPD.

Computed properties:
spin multiplicity	3
total charge	0
LUMO energy (alpha / beta)	0.65 / -1.11	eV
energy relative to the best compared isomer or geometry (same formula, charge and spin)	76.3	kcal per mole
Kohn-Sham gap (alpha / beta)	5.011 / 8.541	eV
highest occupied orbital energy (alpha / beta)	-4.36 / -9.65	eV

Structure (XYZ):
```
12
Properties=species:S:1:pos:R:3:forces:R:3:mulliken_spin:R:1
C 0.44668 1.09808 -0.72240 1.39 0.60 1.46 -0.0656
C 0.34041 0.30590 0.70434 1.08 2.56 -2.37 1.1324
O -0.85776 1.04463 -1.27404 0.20 0.62 -0.79 0.0083
P -0.67273 -1.18608 0.36085 -1.13 -2.70 1.36 0.4776
S 1.82635 -0.14447 1.50503 -0.28 0.82 -0.36 0.1828
H 0.86321 2.14454 -0.59461 -1.02 -0.71 0.36 0.0045
H 1.25882 0.72909 -1.41842 -0.93 -0.71 0.66 0.0270
H -0.51921 -2.42813 -0.31927 -0.64 -1.28 -0.64 0.2435
H -0.91086 1.41812 -2.17978 0.41 -0.28 0.92 0.0019
H -1.82710 -0.79201 -0.35222 0.43 0.12 0.53 -0.0329
H -1.26162 -1.87287 1.56681 0.62 1.21 -1.25 0.0177
H 1.31380 -0.31681 2.72373 -0.13 -0.24 0.13 0.0028
```
Forces are in eV/Å.

---

Here is 10 unconnected molecules or ions with the total composition C49H65N6O27P3 at a distorted geometry from the Open Molecules 2025 dataset. Energies are from ωB97M-V/def2-TZVPD.

Computed properties:
total charge	0
LUMO energy	-0.74	eV
Kohn-Sham gap	9.038	eV
highest occupied orbital energy	-9.78	eV

Structure (XYZ):
```
150
Properties=species:S:1:pos:R:3:forces:R:3:mulliken_charge:R:1
O -4.22166 1.81624 -3.03697 0.05 -0.56 0.26 -0.6458
N -4.81784 0.80075 -2.71473 -0.77 0.78 -0.84 1.2200
O -5.39925 0.63828 -1.66514 0.29 0.10 0.70 -0.6375
C -5.02997 -0.24474 -3.72573 0.39 -0.15 0.20 0.0284
C -4.73091 0.00766 -5.04532 -0.07 0.30 -0.11 -0.3482
C -4.99718 -0.98714 -5.96915 -0.23 -0.12 0.09 -0.5723
C -5.59369 -2.17132 -5.54889 0.19 -0.75 -0.39 -0.5104
C -5.79137 -2.45979 -4.20489 -0.50 1.03 -0.13 -0.7271
C -5.53380 -1.45185 -3.29088 0.17 -0.67 0.44 -0.0102
H -4.37848 0.98597 -5.33549 0.26 -0.10 -0.03 0.4841
H -4.76598 -0.82591 -7.01248 -0.11 0.04 -0.03 0.4573
H -5.89650 -2.92055 -6.27814 0.21 0.16 0.00 0.3637
H -6.29259 -3.35303 -3.86610 0.22 -0.23 -0.12 0.4424
H -5.69201 -1.63846 -2.23810 -0.07 0.20 -0.01 0.4226
O -3.56103 2.19083 6.84013 -0.02 -0.13 0.61 -0.6190
N -3.38802 2.49935 5.68695 -0.26 0.22 -0.32 1.1070
O -3.70068 1.81418 4.73831 -0.02 -0.28 -0.35 -0.6036
C -2.77325 3.80087 5.40808 0.33 0.02 0.76 -0.0007
C -2.38570 4.09716 4.13241 0.25 -0.05 -0.93 -0.2099
C -1.68641 5.26772 3.88042 -0.70 -0.31 0.27 -0.4202
C -1.47451 6.16139 4.91933 0.70 0.08 -0.89 -0.5953
C -1.87184 5.85179 6.20866 -0.19 0.27 0.09 -0.3946
C -2.50859 4.65305 6.47021 -0.25 0.15 0.02 -0.4432
H -2.58553 3.43169 3.30675 -0.07 -0.20 0.19 0.4732
H -1.40543 5.43708 2.85187 0.25 0.37 0.07 0.4426
H -0.93687 7.06709 4.65488 -0.14 0.10 0.44 0.3946
H -1.73538 6.57159 7.00499 0.12 -0.08 0.03 0.3882
H -2.84812 4.42071 7.46787 0.06 -0.17 -0.01 0.4671
O 1.09522 -2.07339 -3.61406 -0.27 0.19 0.80 -0.5830
N 1.82694 -1.99659 -4.57433 -0.70 -0.89 -0.59 1.0565
O 3.02458 -2.03393 -4.52933 1.05 0.34 0.12 -0.6795
C 1.17855 -1.98506 -5.87987 -0.05 0.03 -0.50 -0.1871
C 1.95492 -1.75018 -6.99514 0.74 -0.24 -0.54 -0.3262
C 1.36520 -1.77668 -8.24000 -0.77 0.25 -0.17 -0.5783
C -0.01615 -1.94807 -8.34708 0.22 0.30 -0.44 -0.4397
C -0.79192 -2.15027 -7.22483 0.22 0.11 -0.30 -0.4030
C -0.17806 -2.20272 -5.99269 -0.71 0.09 0.75 -0.1168
H 3.02226 -1.58321 -6.93617 -0.07 0.00 0.31 0.4874
H 1.91989 -1.57729 -9.14613 0.23 -0.05 0.13 0.3910
H -0.46986 -1.82828 -9.32472 -0.06 -0.21 0.07 0.3690
H -1.86767 -2.19591 -7.28594 -0.05 -0.13 -0.02 0.3947
H -0.82673 -2.34788 -5.13792 0.37 0.01 0.20 0.4062
O 1.04342 1.38426 1.78992 0.24 -0.35 -0.70 -0.7140
N -0.16497 1.27499 1.70754 -0.02 -0.10 0.62 1.4886
O -0.91382 1.82474 2.49052 -0.30 0.28 0.11 -0.5561
C -0.79336 0.41197 0.69462 0.44 -0.09 -0.05 -1.3512
C -0.05850 -0.15298 -0.33065 -0.30 0.16 -1.63 -0.3285
C -0.75165 -0.81109 -1.36927 0.24 0.68 1.11 0.2863
C -2.12991 -0.96631 -1.28190 0.30 -0.29 -0.56 -0.7218
C -2.81758 -0.51137 -0.16999 0.02 0.06 -0.01 -0.6586
C -2.15623 0.22241 0.79345 -0.56 0.25 0.19 -0.2535
H 0.96666 0.08323 -0.59013 0.23 -0.02 0.83 0.5301
H -0.15157 -1.09959 -2.22090 -0.42 -0.14 -0.03 0.2100
H -2.66649 -1.39493 -2.12227 0.02 -0.21 0.18 0.6212
H -3.88107 -0.66849 -0.06570 -0.06 0.09 -0.14 0.7101
H -2.73047 0.73349 1.55609 0.19 -0.24 0.17 0.5814
O 6.17133 -4.50514 2.17709 -0.57 0.02 -0.17 -0.6266
N 4.95575 -4.39861 2.10662 0.22 -0.47 0.23 1.0415
O 4.19618 -5.28551 1.76316 0.23 0.12 -0.10 -0.6111
C 4.35339 -3.12769 2.51817 0.36 0.46 -0.17 -0.3761
C 2.99484 -2.93927 2.40282 -0.61 0.12 0.57 -0.1907
C 2.43906 -1.73697 2.84210 0.34 -1.08 -0.39 -0.2220
C 3.28192 -0.74716 3.28521 -0.25 1.51 0.51 -0.0409
C 4.65741 -0.90674 3.36580 0.20 -0.86 -0.78 -0.6760
C 5.19933 -2.12294 2.96944 0.02 0.04 0.26 -0.4917
H 2.32236 -3.69990 2.04911 0.15 -0.34 -0.17 0.5075
H 1.36190 -1.66324 2.78323 0.03 0.42 0.06 0.3749
H 2.86178 0.22043 3.54828 -0.03 -0.12 0.03 0.3717
H 5.35189 -0.11528 3.60675 -0.28 0.18 0.32 0.4338
H 6.26299 -2.30345 3.02424 -0.02 -0.04 -0.08 0.4987
O 1.94728 8.23839 0.65981 0.16 0.13 0.09 -0.5942
N 2.82331 8.16822 1.50185 0.02 0.32 -0.32 1.0022
O 3.61661 9.05222 1.76495 -0.17 0.05 -0.12 -0.6091
C 2.93387 6.92804 2.25397 -0.18 -0.22 0.03 0.0364
C 2.23723 5.82117 1.82503 -0.19 -0.04 -0.55 -0.5292
C 2.29772 4.65747 2.56478 -0.41 -0.11 0.14 0.0026
C 3.00736 4.64464 3.75501 0.48 -0.12 -0.02 -0.8313
C 3.78436 5.74119 4.11821 -0.05 -0.44 0.00 -0.5353
C 3.73149 6.90022 3.36724 0.47 0.22 0.66 -0.4494
H 1.67806 5.88806 0.90137 -0.02 -0.08 0.07 0.5137
H 1.76691 3.77708 2.22325 0.01 0.00 0.10 0.5761
H 3.01637 3.75862 4.38039 0.01 -0.01 -0.11 0.5044
H 4.47101 5.64534 4.95017 -0.22 0.24 0.15 0.3964
H 4.28193 7.78060 3.66449 0.06 -0.01 -0.11 0.4960
C 4.03355 -0.86332 -0.20564 0.65 -0.69 0.85 -0.6726
O 3.60402 0.28473 -0.92106 -0.52 0.02 -0.37 0.3847
P 4.33311 1.65924 -0.67302 0.44 -0.10 0.39 0.2838
O 3.90844 2.75512 -1.52126 -0.57 0.24 -0.55 -0.8011
O 4.16956 1.87012 0.88317 0.47 -0.24 -0.09 0.5070
C 5.24717 2.42694 1.64040 -0.32 -0.10 0.89 -0.8286
O 5.87989 1.31730 -0.79251 0.04 -0.11 -0.06 -0.3874
C 6.41022 1.07262 -2.10081 0.69 -0.34 0.03 -0.7363
H 4.19237 -1.70866 -0.87021 -0.20 0.14 -0.34 0.4904
H 3.34414 -1.15330 0.58310 -0.43 0.25 -0.34 -0.1433
H 4.97448 -0.70047 0.32674 0.07 0.21 -0.26 0.3747
H 5.62294 3.35089 1.20939 -0.06 0.08 -0.02 0.3213
H 6.06487 1.72234 1.80072 -0.03 -0.11 -0.44 0.2713
H 4.80326 2.59304 2.62116 0.13 0.40 -0.03 0.2168
H 7.07417 0.20957 -2.01977 0.04 0.13 0.08 0.2721
H 6.98868 1.93820 -2.41560 -0.12 0.03 -0.08 0.2784
H 5.66921 0.81205 -2.85077 -0.36 0.23 0.08 0.2736
C -3.74223 -3.44503 1.69713 -1.31 0.10 -0.63 -1.2502
O -2.35690 -3.36552 1.46722 0.92 0.41 0.10 0.9916
P -1.73523 -4.24317 0.30339 -0.06 -0.04 0.28 -0.0661
O -2.50923 -4.28814 -0.92846 -0.44 -0.31 -0.30 -0.7989
O -0.30572 -3.60509 0.15267 0.26 0.29 0.00 0.5581
C 0.45884 -4.05236 -0.98804 0.83 0.21 0.14 -0.7404
O -1.49612 -5.65940 0.96697 0.31 0.00 0.10 -0.3671
C -0.51949 -5.81952 2.03211 -0.41 -0.85 -0.08 -0.4004
H -4.11737 -2.51611 2.12310 0.40 0.00 0.36 0.2761
H -4.00321 -4.29263 2.32874 0.10 0.00 0.15 0.2478
H -4.27429 -3.54093 0.74306 0.11 -0.21 0.08 0.4138
H 0.63855 -3.23815 -1.69131 -0.49 -0.03 0.13 -0.0461
H 0.00317 -4.90307 -1.48648 -0.11 0.02 -0.03 0.4707
H 1.44779 -4.32334 -0.61751 -0.06 -0.24 0.11 0.2719
H 0.15741 -6.60978 1.70551 0.14 0.23 -0.02 0.3178
H -1.03958 -6.18163 2.91629 -0.09 0.11 -0.03 0.1724
H 0.00831 -4.91579 2.30864 -0.02 0.21 -0.24 0.0976
C -1.04334 2.38527 -2.70117 -0.54 1.13 1.32 -0.8017
O -1.34501 1.42134 -3.69141 -0.28 -0.86 0.57 1.0766
P -1.19470 1.71423 -5.20990 -0.52 1.63 -0.50 0.0791
O -1.75150 0.73323 -6.12839 0.28 -0.93 0.05 -0.5580
O -1.87042 3.12674 -5.35498 -0.49 0.47 0.14 -0.3019
C -1.60149 4.02895 -6.41547 0.23 1.04 0.14 -0.8189
O 0.30899 2.16350 -5.36569 0.80 -0.43 0.02 -0.3877
C 1.29841 1.20820 -4.97274 0.70 -0.39 -0.58 -0.2618
H -1.81256 2.36768 -1.92070 -0.08 -0.51 -0.25 0.1694
H -1.10829 3.41510 -3.05995 0.30 -0.22 -0.42 0.4383
H -0.09911 2.23112 -2.17624 0.20 -0.30 -0.55 0.2246
H -2.52814 4.31607 -6.91177 0.00 -0.50 -0.19 0.2550
H -0.83358 3.67071 -7.09778 -0.24 -0.22 -0.16 0.3341
H -1.22265 4.97284 -5.99840 0.06 -0.32 0.16 0.2874
H 1.75799 0.79023 -5.87200 -0.05 0.11 0.01 0.3079
H 0.87960 0.36723 -4.41875 -0.16 0.24 0.21 -0.2598
H 2.08470 1.68553 -4.39061 -0.23 0.20 0.13 0.3876
C -4.10202 -6.06473 6.33269 -0.08 0.07 0.06 -1.3765
C -3.01419 -5.58085 5.39234 -0.48 -0.31 -0.15 -0.0100
O -3.12464 -4.16259 5.25867 -0.08 0.31 0.00 -0.3454
C -2.06061 -3.52255 4.75214 -1.22 -0.26 0.82 0.8529
O -1.02611 -4.03861 4.48324 1.46 -0.50 -0.56 -0.6130
O -2.35796 -2.24466 4.66326 -0.63 0.16 0.09 -0.3886
C -1.39983 -1.43361 4.03289 0.91 0.38 -0.99 0.0290
H -5.10061 -5.98250 5.90125 0.11 -0.05 -0.20 0.3178
H -4.14506 -5.49375 7.26103 0.32 -0.05 0.02 0.3461
H -3.90350 -7.11326 6.56064 -0.13 0.03 0.07 0.3901
H -3.17914 -6.02790 4.40590 0.17 0.02 0.01 0.1788
H -2.02395 -5.87380 5.73116 0.09 0.20 0.10 0.3388
H -0.41538 -1.49146 4.50131 -0.20 0.10 0.38 0.4130
H -1.79922 -0.42628 4.02653 0.03 0.12 0.23 0.0888
H -1.23410 -1.73942 2.99137 -0.29 -0.11 0.12 -0.2063
```
Forces are in eV/Å.

---

| no. | molar mass (Da) |
| --- | --- |
| 1 | 110.1 |
| 2 | 1263.0 |